DFT (ωB97M-V/def2-TZVPD) results for C51H55BrClFeN5O5 as an isolated structure in a non-equilibrium geometry.

```
119
Properties=species:S:1:pos:R:3
Fe 0.426 -0.596 -0.311
C -3.247 3.449 -4.594
C -4.044 2.449 -3.752
C -3.179 1.527 -2.950
C -3.189 0.141 -2.951
C -4.011 -0.724 -3.853
C -3.443 -0.762 -5.276
C -2.329 -0.334 -1.904
C -2.317 -1.632 -1.371
C -1.763 -2.144 -0.172
C -1.929 -3.435 0.442
C -2.558 -4.632 -0.198
C -1.538 -5.390 -1.059
C -1.301 -3.383 1.675
C -0.723 -2.078 1.811
C 0.046 -1.491 2.847
C 0.692 -0.256 2.600
N 0.752 0.062 1.303
C 1.032 1.342 1.074
C 0.475 1.487 -0.309
C -0.865 0.983 -0.282
N -1.631 1.623 0.771
C -2.214 2.853 0.319
C -2.442 3.056 -1.031
C -2.335 1.939 -1.891
N -1.711 0.813 -1.412
C -3.230 2.766 1.391
C -2.821 1.485 1.604
C -3.502 0.313 2.214
C -3.237 0.101 3.708
C -4.314 3.639 1.914
C -4.059 4.101 3.354
C 1.357 1.921 2.330
C 1.165 0.913 3.292
C 1.326 1.054 4.777
C 0.036 1.521 5.466
C 1.831 3.324 2.558
C 3.302 3.499 2.162
N -1.056 -1.368 0.686
C -1.243 -4.448 2.725
C -2.297 -4.198 3.813
H -3.919 4.069 -5.189
H -2.567 2.927 -5.269
H -2.651 4.103 -3.956
H -4.689 1.860 -4.406
H -4.696 3.005 -3.067
H -5.044 -0.363 -3.882
H -4.043 -1.739 -3.458
H -3.470 0.229 -5.734
H -4.018 -1.448 -5.902
H -2.407 -1.099 -5.256
H -2.872 -2.359 -1.950
H -3.397 -4.320 -0.827
H -2.956 -5.305 0.565
H -1.099 -4.724 -1.804
H -2.009 -6.231 -1.574
H -0.727 -5.774 -0.438
H 0.123 -1.986 3.807
H 0.957 1.941 -1.166
H -2.973 3.941 -1.356
H -3.215 -0.580 1.668
H -4.577 0.467 2.074
H -2.177 -0.064 3.875
H -3.782 -0.778 4.056
H -3.564 0.963 4.291
H -5.266 3.096 1.881
H -4.412 4.515 1.269
H -3.921 3.238 4.006
H -4.898 4.691 3.731
H -3.154 4.707 3.408
H 2.127 1.763 4.997
H 1.625 0.087 5.190
H -0.294 2.472 5.043
H 0.183 1.643 6.542
H -0.760 0.795 5.312
H 1.698 3.597 3.608
H 1.217 4.009 1.966
H 3.927 2.785 2.700
H 3.658 4.510 2.378
H 3.427 3.312 1.094
H -0.246 -4.452 3.170
H -1.411 -5.428 2.275
H -2.151 -3.210 4.252
H -2.236 -4.941 4.611
H -3.300 -4.229 3.384
C -1.823 -4.596 -4.804
C -1.095 -3.523 -5.562
C -1.515 -3.118 -6.817
C -0.865 -2.087 -7.479
Cl -1.428 -1.596 -9.052
C 0.204 -1.439 -6.894
C 0.647 -1.846 -5.642
C 0.016 -2.894 -4.980
O 0.409 -3.388 -3.789
C 1.588 -2.857 -3.204
C 1.466 -1.416 -2.673
O 2.465 -0.702 -2.697
O 0.316 -1.110 -2.194
H -2.712 -4.914 -5.348
H -2.120 -4.219 -3.823
H -1.180 -5.461 -4.632
H -2.367 -3.601 -7.278
H 0.693 -0.621 -7.405
H 1.469 -1.318 -5.177
H 2.439 -2.932 -3.885
H 1.772 -3.471 -2.322
Br 6.151 -3.355 -3.207
C 5.234 -3.932 -1.646
C 5.653 -5.084 -1.004
N 5.059 -5.536 0.097
C 4.047 -4.830 0.593
C 3.563 -3.664 0.010
C 4.167 -3.203 -1.152
C 2.445 -2.876 0.678
O 2.308 -3.037 1.891
O 1.809 -2.133 -0.135
H 6.490 -5.662 -1.381
H 3.589 -5.198 1.503
H 3.798 -2.304 -1.634
```

Computed properties:
Energy relative to the best compared isomer or geometry (same formula, charge and spin) ... 2.0048 eV
LUMO level (spin up / spin down) ... 1.83 / 1.28 eV
E_HOMO (spin up / spin down) ... -0.13340 / -0.16425 hartree
Multiplicity ... 2
HOMO-LUMO gap (spin up / spin down) ... 5.456 / 5.746 eV
Net charge ... -1
F_max ... 1.6 eV Å⁻¹
E ... -6924.245906 a.u.
⟨S²⟩ ... 0.93